38
Properties=species:S:1:pos:R:3:forces:R:3 method="wB97M-V/def2-TZVPD" gap_ev="2.61 / 6.62" e_homo_ha="-0.0029 / -0.1535" total_charge=-1 relative_energy_kj_mol=504.6 lumo_ev="2.527 / 2.445" multiplicity=2
O -2.27683 0.73223 -1.56773 -1.75 0.71 -3.32
C -1.86324 0.64919 -0.40671 1.62 -0.16 0.46
C -1.03262 -0.50476 -0.05848 -1.26 -0.14 2.17
C -0.59500 -0.20000 1.41714 3.92 -1.52 0.46
O -1.23582 -0.48864 2.68981 -1.33 -1.25 0.32
N 0.12277 -0.92606 -0.94606 -0.65 -0.72 1.22
C -0.29349 -1.39910 -2.25876 0.06 -0.59 0.84
O -0.51683 -0.34273 -3.09919 -0.54 1.17 -2.02
H -2.14548 1.37397 0.32932 -0.15 0.13 0.60
H -1.84329 -1.33223 -0.00788 1.83 0.27 -0.62
H 0.41923 -0.77621 1.49727 -1.16 0.94 -0.22
H -0.31857 0.88886 1.45023 -0.63 -0.96 0.25
H -1.54303 -1.43383 2.94330 0.93 2.30 -1.77
H 0.91175 -0.24105 -1.01768 -1.41 -0.57 0.04
H 0.54584 -1.98602 -2.68997 -0.39 0.24 0.11
H -1.20665 -2.11744 -2.17408 1.22 1.24 0.18
H -1.27456 0.25416 -2.76769 0.46 -0.99 0.68
H 2.49714 1.43351 -4.07285 2.85 -1.16 -4.03
H 1.22943 1.14033 -3.43101 -9.19 -5.97 -0.63
O 1.93884 1.57449 -3.40500 6.24 6.99 4.77
H 4.11282 1.01588 -0.63951 0.66 -0.06 -0.51
H 3.62571 0.61613 0.70012 3.46 -0.46 -1.19
O 4.54029 0.60452 0.12523 -4.04 0.48 1.63
H 1.76192 2.48130 1.86920 -0.85 0.71 -0.33
H 1.90186 3.24371 0.57778 -1.02 0.10 0.71
O 1.27648 3.16851 1.34276 1.91 -0.77 -0.36
H -0.44307 -4.33619 0.12339 -1.93 -0.85 -2.39
H -0.86295 -4.03591 -1.43697 -0.72 -2.08 2.98
O -1.08487 -4.69073 -0.62370 2.62 3.03 -0.53
H -2.34188 3.79305 1.86699 -1.04 0.90 1.23
H -1.08504 3.82223 1.02550 -1.60 -1.72 0.43
O -1.89043 3.24325 1.26401 2.67 1.05 -1.40
H 3.98822 0.51469 2.98841 0.23 -0.14 0.13
H 2.55341 -0.04226 2.95657 -0.79 -0.95 0.51
O 3.12450 0.60731 2.59042 0.29 1.20 -0.71
H -4.33860 -2.12731 0.91918 -0.03 0.30 0.23
H -2.87117 -2.37610 0.68124 -0.88 1.12 1.13
O -3.48677 -1.80076 1.24538 0.39 -1.81 -1.05